No. 1
Density functional theory data (the ωB97M-V functional and the def2-TZVPD basis) for C3H6N2O in the gas phase.

Summary:
- relative energy (zero: lowest compared OMol25 entry of this formula, charge and spin) (kcal/mol) = 67.1
- SMILES = C/C(C=O)=N/N
- E (eV) = -8233.790
- lowest unoccupied orbital energy (Ha) = -0.00308

Last column: Löwdin charge in e.
Element x y z (Å)
C  0.561  -1.088  1.215  -0.04
C  0.018  -0.176  0.155  -0.30
C  -1.311  -0.499  -0.451  -0.22
O  -1.730  -1.636  -0.576  0.05
N  0.537  1.017  -0.013  -0.03
N  0.273  1.689  -1.152  -0.02
H  1.456  -1.589  0.835  0.08
H  0.827  -0.514  2.107  0.08
H  -0.174  -1.840  1.511  0.08
H  -1.804  0.481  -0.742  0.12
H  0.940  1.463  -1.899  0.11
H  0.405  2.692  -0.989  0.09


No. 2
Density functional theory data (the ωB97M-V functional and the def2-TZVPD basis) for a molecular structure, C58H56N8O3PbS2Te.

Summary:
- relative energy (zero: lowest compared OMol25 entry of this formula, charge and spin) (kcal/mol) = 17.0
- spin multiplicity = 2
- net charge = -1
- ⟨S²⟩ = 0.77
- E (eV) = -113333.656
- lowest unoccupied orbital energy (alpha / beta) (Ha) = 0.06415 / 0.06409

Last column: Löwdin charge in e.
Element x y z (Å)
Pb  0.263  -0.089  0.499  1.18
C  -1.193  1.651  6.469  -0.07
C  -1.538  0.166  6.377  -0.22
N  -0.729  -0.561  5.406  -0.13
C  0.292  -1.444  5.942  -0.25
C  1.295  -0.718  6.837  -0.09
C  -1.078  -0.507  4.082  -0.72
S  -0.336  -1.577  2.957  0.57
N  -2.060  0.336  3.809  0.08
C  -2.392  0.890  2.642  -0.45
O  -1.702  1.046  1.620  -0.14
C  -3.782  1.476  2.622  -0.12
C  -4.296  1.926  1.409  -0.02
C  -5.565  2.478  1.345  -0.09
C  -6.333  2.593  2.496  -0.11
C  -5.822  2.156  3.710  -0.09
C  -4.554  1.599  3.773  -0.03
H  -1.855  2.152  7.180  0.07
H  -1.322  2.110  5.491  0.07
H  -0.161  1.793  6.791  0.06
H  -2.585  0.057  6.094  0.10
H  -1.394  -0.313  7.348  0.11
H  0.810  -1.887  5.098  0.04
H  -0.184  -2.256  6.507  0.12
H  1.670  0.176  6.339  0.06
H  2.141  -1.377  7.037  0.07
H  0.856  -0.428  7.795  0.06
H  -3.677  1.835  0.526  0.11
H  -5.958  2.823  0.397  0.10
H  -7.324  3.028  2.447  0.09
H  -6.415  2.252  4.612  0.09
H  -4.144  1.259  4.713  0.09
C  -7.432  -5.684  -10.216  -0.09
O  -6.884  -4.382  -10.210  -0.08
C  -6.218  -3.989  -9.094  -0.29
C  -6.026  -4.786  -7.970  -0.01
C  -5.320  -4.291  -6.887  -0.01
C  -4.792  -3.002  -6.893  -0.15
C  -5.001  -2.211  -8.026  -0.03
C  -5.703  -2.696  -9.109  0.00
C  -4.055  -2.537  -5.722  -0.27
N  -3.867  -3.252  -4.636  0.18
C  -3.145  -2.459  -3.788  -0.17
C  -2.891  -1.232  -4.368  -0.12
N  -3.480  -1.298  -5.605  0.18
C  -2.179  -0.190  -3.710  -0.07
C  -1.924  1.073  -4.260  0.00
C  -1.254  2.009  -3.518  -0.03
C  -0.848  1.670  -2.227  -0.11
N  -1.071  0.489  -1.696  0.04
C  -1.708  -0.458  -2.405  -0.14
C  -1.900  -1.777  -1.811  -0.13
N  -1.344  -2.030  -0.614  0.05
C  -1.512  -3.210  -0.054  -0.13
C  -2.261  -4.235  -0.640  -0.04
C  -2.825  -4.012  -1.873  0.00
C  -2.641  -2.770  -2.488  -0.08
H  -7.932  -5.796  -11.174  0.09
H  -8.162  -5.815  -9.412  0.09
H  -6.654  -6.448  -10.124  0.10
H  -6.422  -5.791  -7.928  0.10
H  -5.161  -4.903  -6.011  0.11
H  -4.611  -1.201  -8.071  0.10
H  -5.868  -2.086  -9.988  0.12
H  -3.462  -0.580  -6.305  0.14
H  -2.249  1.299  -5.269  0.11
H  -1.033  2.989  -3.917  0.11
H  -0.315  2.382  -1.604  0.11
H  -1.038  -3.353  0.910  0.06
H  -2.379  -5.181  -0.130  0.10
H  -3.403  -4.767  -2.389  0.11
C  6.910  -5.143  4.601  -0.06
C  6.068  -4.357  3.629  -0.29
C  6.627  -3.410  2.783  -0.03
C  5.845  -2.673  1.900  -0.29
C  6.519  -1.681  0.986  -0.06
C  4.458  -2.857  1.860  -0.28
Te  3.090  -1.624  0.433  1.50
N  2.195  -0.718  -1.283  -0.29
C  2.188  -0.757  -2.602  -0.63
O  1.311  -0.217  -3.308  -0.03
C  3.324  -1.444  -3.360  -0.16
C  4.011  -2.565  -2.910  -0.07
C  4.981  -3.165  -3.703  -0.09
C  5.284  -2.645  -4.952  -0.11
C  4.605  -1.523  -5.409  -0.09
C  3.628  -0.935  -4.621  -0.03
C  3.970  0.179  1.164  -0.37
C  3.812  0.530  2.512  -0.29
C  3.136  -0.331  3.545  -0.07
C  4.316  1.748  2.957  -0.02
C  4.946  2.639  2.109  -0.27
C  5.410  3.985  2.589  -0.05
C  5.117  2.263  0.784  -0.02
C  4.655  1.049  0.297  -0.30
C  4.919  0.729  -1.149  -0.07
C  3.892  -3.852  2.671  -0.31
C  2.425  -4.215  2.652  -0.09
C  4.700  -4.573  3.549  -0.04
H  7.970  -4.927  4.466  0.07
H  6.758  -6.215  4.468  0.07
H  6.638  -4.896  5.630  0.08
H  7.700  -3.242  2.807  0.11
H  7.600  -1.825  0.984  0.07
H  6.309  -0.657  1.299  0.07
H  6.148  -1.796  -0.034  0.06
H  3.782  -2.981  -1.939  0.05
H  5.499  -4.046  -3.346  0.10
H  6.038  -3.116  -5.572  0.09
H  4.831  -1.114  -6.386  0.09
H  3.072  -0.077  -4.972  0.11
H  2.680  -1.214  3.116  0.00
H  2.353  0.243  4.044  0.07
H  3.861  -0.654  4.297  0.10
H  4.189  2.010  4.003  0.12
H  5.147  4.140  3.635  0.07
H  4.927  4.765  1.998  0.07
H  6.492  4.094  2.481  0.08
H  5.609  2.947  0.100  0.12
H  5.788  1.281  -1.509  0.08
H  4.056  1.006  -1.753  0.08
H  5.086  -0.338  -1.295  0.04
H  1.850  -3.579  1.988  -0.01
H  1.992  -4.128  3.650  0.07
H  2.300  -5.251  2.325  0.08
H  4.243  -5.328  4.184  0.12
S  1.566  4.788  0.485  0.46
C  1.352  3.202  0.614  -1.01
N  1.189  2.039  0.676  -0.10


No. 3
Density functional theory data (the ωB97M-V functional and the def2-TZVPD basis) for 6 unconnected molecules or ions with the total composition C22H44O10.

Summary:
- relative energy (zero: lowest compared OMol25 entry of this formula, charge and spin) (kcal/mol) = 170.1
- SMILES = CCOC(C)=O.CCOC(C)=O.CCOC(C)=O.CCOC(C)=O.CC(C)=O.CC(C)=O
- E (eV) = -43991.211
- lowest unoccupied orbital energy (Ha) = 0.01408

Last column: Löwdin charge in e.
Element x y z (Å)
C  -1.625  -1.083  -5.416  -0.10
C  -2.793  -0.935  -4.479  -0.22
O  -3.436  -2.171  -4.210  0.00
C  -4.267  -2.527  -3.309  -0.54
C  -4.916  -3.823  -3.430  0.00
O  -4.502  -1.748  -2.280  -0.01
H  -0.822  -1.851  -5.219  0.09
H  -1.280  -0.134  -6.010  0.12
H  -1.841  -1.709  -6.265  0.05
H  -2.406  -0.421  -3.422  0.16
H  -3.600  -0.245  -4.792  0.13
H  -5.546  -3.743  -4.379  0.13
H  -5.216  -4.326  -2.445  0.13
H  -4.131  -4.480  -3.688  0.06
C  -0.427  6.299  1.547  -0.10
C  -0.440  5.195  2.603  -0.14
O  0.797  4.311  2.616  0.02
C  0.724  3.186  3.227  -0.57
C  2.087  2.382  3.125  0.05
O  -0.123  2.833  4.026  0.07
H  0.269  7.126  1.840  0.07
H  -1.312  7.043  1.494  0.10
H  -0.373  6.091  0.374  0.11
H  -0.536  5.720  3.527  0.11
H  -1.297  4.640  2.402  0.09
H  2.258  2.393  2.184  -0.02
H  1.954  1.427  3.678  0.10
H  2.888  2.922  3.703  0.11
C  -0.672  -1.812  -0.702  -0.03
C  -1.350  -0.521  -0.278  -0.19
O  -0.406  0.483  -0.492  0.00
C  -0.709  1.720  -0.153  -0.46
C  0.260  2.733  -0.706  0.05
O  -1.819  2.097  0.355  0.05
H  -0.184  -1.845  -1.505  0.00
H  -1.383  -2.749  -0.452  0.16
H  0.145  -2.069  -0.195  0.00
H  -2.213  -0.424  -0.905  0.11
H  -1.676  -0.517  0.725  0.10
H  0.337  3.353  0.074  0.02
H  -0.107  3.202  -1.652  0.13
H  1.123  2.296  -0.988  0.03
C  3.132  -0.253  -0.595  -0.07
C  3.432  0.137  -2.085  -0.16
O  4.938  -0.079  -2.213  -0.03
C  5.526  0.457  -3.374  -0.48
C  7.098  0.217  -3.281  0.02
O  4.944  0.930  -4.299  0.12
H  1.976  -0.234  -0.237  0.11
H  3.516  0.476  0.144  0.06
H  3.495  -1.155  -0.214  0.03
H  2.671  -0.223  -2.621  0.04
H  2.895  1.153  -2.475  0.16
H  7.270  1.161  -2.917  0.03
H  7.649  0.153  -4.260  0.10
H  7.514  -0.366  -2.385  0.11
C  -2.886  0.426  3.834  -0.06
C  -4.260  0.858  4.294  -0.35
C  -4.345  1.742  5.555  -0.04
O  -5.400  0.264  3.757  -0.09
H  -2.224  -0.042  4.621  0.09
H  -2.332  1.294  3.497  0.04
H  -2.940  -0.436  2.924  0.14
H  -3.782  2.738  5.236  0.12
H  -3.847  1.325  6.428  0.08
H  -5.361  2.091  5.657  0.06
C  1.291  -6.156  1.893  0.00
C  2.092  -5.284  0.871  -0.27
C  2.585  -3.927  1.466  -0.01
O  2.350  -5.536  -0.465  -0.07
H  1.187  -7.150  1.495  0.08
H  0.605  -5.695  2.341  -0.01
H  1.977  -6.384  2.733  0.10
H  3.257  -3.638  0.830  0.00
H  2.872  -3.835  2.494  0.08
H  1.689  -3.335  1.205  0.09


Max |F| across the listed records, respectively: 3.90; 1.94; 9.84 eV Å⁻¹.